Formula: C17H36Br2InN5O8PS3
Source: OMol25
Level of theory: wB97M-V/def2-TZVPD

As for the total charge: -1. The orbital gap comes out at 7.164 eV. The value obtained for the HOMO energy is -5.18 eV. For the total energy, the calculation gives -229100.45868 eV.

Each line ends with the Löwdin charge.
Element x y z (Å)
C1 -1.32 1.91 -2.10  -0.166
C2 -1.47 0.41 -2.49  -0.810
Br1 -2.91 -0.01 -3.79  0.576
C3 -0.65 -0.57 -2.01  -0.715
Br2 -0.93 -2.43 -2.62  0.596
In1 1.01 -0.14 -0.50  0.634
C4 2.88 0.61 -1.48  -0.353
S1 3.97 -0.65 -2.16  0.586
O1 4.91 -1.20 -1.17  -0.433
O2 3.27 -1.69 -2.93  -0.414
N1 0.33 1.48 0.79  -0.034
C5 1.11 1.65 1.67  -0.960
S2 2.25 1.92 2.82  0.546
P1 1.31 -2.15 1.02  0.137
O3 0.26 -3.36 0.45  -0.346
O4 0.72 -1.79 2.59  -0.339
S3 3.12 -2.76 1.25  0.243
H1 -0.41 2.36 -2.58  0.080
H2 -1.29 2.10 -1.00  0.049
H3 -2.23 2.44 -2.49  0.057
H4 3.42 1.30 -0.78  0.040
H5 2.54 1.24 -2.36  0.035
H6 4.78 0.01 -3.07  0.047
H7 -0.59 -2.89 0.30  -0.035
H8 -0.18 -1.44 2.46  0.026
C6 5.44 4.13 -3.15  0.001
C7 6.08 2.77 -3.31  -0.518
O5 5.41 1.75 -3.40  -0.005
N2 7.43 2.71 -3.36  0.011
C8 8.38 3.80 -3.28  -0.079
H9 4.36 4.02 -3.13  0.085
H10 5.76 4.59 -2.22  0.090
H11 5.71 4.77 -4.00  0.084
H12 7.79 1.77 -3.47  0.146
H13 8.98 3.81 -4.20  0.080
H14 9.04 3.63 -2.43  0.084
H15 7.89 4.77 -3.17  0.073
C9 6.65 6.25 3.55  -0.021
C10 5.77 5.13 3.05  -0.557
O6 5.73 4.82 1.87  0.026
N3 5.02 4.47 3.97  0.012
C11 4.94 4.70 5.39  -0.080
H16 7.19 6.69 2.71  0.078
H17 6.04 7.03 4.01  0.080
H18 7.38 5.87 4.27  0.081
H19 4.45 3.73 3.57  0.090
H20 5.23 3.78 5.91  0.084
H21 3.91 4.94 5.65  0.083
H22 5.59 5.51 5.71  0.068
C12 -5.77 -3.54 0.67  -0.017
C13 -4.65 -3.00 -0.18  -0.549
O7 -4.84 -2.57 -1.31  0.023
N4 -3.39 -3.01 0.36  0.013
C14 -2.98 -3.47 1.67  -0.076
H23 -6.70 -3.48 0.12  0.069
H24 -5.59 -4.59 0.92  0.086
H25 -5.87 -2.95 1.59  0.087
H26 -2.69 -2.63 -0.26  0.082
H27 -2.52 -2.64 2.20  0.078
H28 -2.25 -4.27 1.54  0.085
H29 -3.82 -3.85 2.25  0.074
C15 -10.18 -3.66 0.39  -0.014
C16 -9.54 -4.94 0.84  -0.556
O8 -8.72 -4.98 1.74  0.026
N5 -9.91 -6.09 0.20  0.001
C17 -10.86 -6.25 -0.88  -0.082
H30 -9.79 -2.83 0.99  0.084
H31 -9.94 -3.47 -0.66  0.087
H32 -11.26 -3.70 0.53  0.082
H33 -9.44 -6.91 0.56  0.139
H34 -11.65 -6.92 -0.55  0.080
H35 -10.34 -6.69 -1.73  0.083
H36 -11.30 -5.30 -1.18  0.072

=====

Formula: C31H43AsLuN5O14SSi3
Source: OMol25
Level of theory: wB97M-V/def2-TZVPD

As for the total charge: -2. The orbital gap (alpha / beta) comes out at 2.501 / 2.627 eV. For the relative energy (zero: lowest compared OMol25 entry of this formula, charge and spin), the calculation gives 30.3 kcal/mol. The value obtained for the HOMO energy (alpha / beta) is -0.13 / -0.22 eV. For the total energy, the calculation gives -197885.80767 eV.

Each line ends with the Löwdin charge.
Element x y z (Å)
Lu1 0.02 0.28 -0.12  1.632
O1 1.35 -2.26 2.52  -0.433
As1 1.16 -0.53 2.92  0.815
O2 0.91 -0.30 4.56  -0.676
O3 -0.11 0.12 1.94  -0.758
C1 3.68 0.56 1.26  -0.267
C2 4.77 -0.03 1.94  -0.042
C3 5.72 0.72 2.55  -0.096
C4 5.66 2.11 2.46  -0.111
C5 4.58 2.72 1.88  -0.072
C6 3.60 1.96 1.17  -0.150
S1 2.61 3.05 0.06  0.501
O4 3.58 3.44 -0.97  -0.353
O5 2.21 4.19 0.89  -0.365
O6 1.37 2.38 -0.45  -0.457
H1 0.91 -2.44 1.62  -0.038
H2 4.79 -1.09 1.85  0.116
H3 6.50 0.25 3.15  0.103
H4 6.50 2.76 2.78  0.103
H5 4.49 3.81 1.90  0.108
C7 2.19 -0.63 -4.28  -0.007
C8 1.77 -0.34 -2.88  -0.260
N1 0.62 0.13 -2.50  -0.021
O7 -0.24 0.57 -3.53  -0.051
C9 2.70 -0.56 -1.76  -0.207
C10 4.09 -1.15 -2.00  0.020
N2 2.25 -0.17 -0.59  0.001
O8 3.13 -0.44 0.48  -0.124
H6 1.34 -0.29 -4.90  0.080
H7 2.41 -1.71 -4.48  0.109
H8 3.10 -0.06 -4.57  0.102
H9 -0.44 1.51 -3.32  0.055
H10 4.02 -2.05 -2.63  0.087
H11 4.47 -1.42 -1.02  0.075
H12 4.82 -0.47 -2.50  0.103
C11 -3.29 1.67 -2.86  -0.195
Si1 -2.55 2.89 -1.67  0.332
C12 -1.13 3.75 -2.65  -0.181
C13 -3.84 4.26 -1.58  -0.209
C14 -2.00 2.21 0.00  -0.509
Si2 -1.60 3.73 1.06  0.399
C15 -3.24 4.44 1.85  -0.190
C16 -0.85 5.32 0.41  -0.189
C17 -0.44 3.32 2.51  -0.164
Si3 -3.32 1.25 0.90  0.457
C18 -3.05 1.05 2.79  -0.162
C19 -5.19 1.59 0.72  -0.187
C20 -3.17 -0.53 0.18  -0.279
C21 -4.11 -1.48 0.50  -0.069
C22 -4.11 -2.68 -0.24  -0.060
C23 -3.05 -2.96 -1.10  -0.050
C24 -2.05 -1.98 -1.22  -0.143
N3 -2.03 -0.83 -0.52  -0.054
H13 -2.74 1.72 -3.83  0.028
H14 -4.29 1.96 -3.12  0.011
H15 -3.33 0.62 -2.51  0.023
H16 -1.50 3.87 -3.67  0.020
H17 -0.15 3.25 -2.67  0.019
H18 -0.96 4.76 -2.24  0.020
H19 -4.33 4.31 -2.61  0.038
H20 -3.51 5.29 -1.35  0.026
H21 -4.67 4.06 -0.90  0.008
H22 -3.91 4.76 1.03  0.007
H23 -2.96 5.25 2.53  0.022
H24 -3.73 3.68 2.39  -0.035
H25 -1.49 5.74 -0.39  0.009
H26 0.19 5.14 0.14  0.011
H27 -0.83 6.04 1.22  0.026
H28 -0.66 3.90 3.42  0.034
H29 0.56 3.67 2.16  0.008
H30 -0.37 2.27 2.72  -0.019
H31 -3.06 1.94 3.40  0.015
H32 -2.02 0.66 2.86  0.003
H33 -3.76 0.32 3.23  0.030
H34 -5.45 2.52 1.18  -0.005
H35 -5.74 0.76 1.26  0.031
H36 -5.56 1.62 -0.33  0.029
H37 -4.86 -1.33 1.27  0.097
H38 -4.89 -3.41 -0.04  0.099
H39 -2.93 -3.92 -1.57  0.095
H40 -1.22 -2.17 -1.86  0.084
O9 1.06 -3.12 -1.82  -0.014
C25 0.76 -3.28 -0.61  -0.597
O10 0.25 -2.37 0.12  -0.125
C26 1.06 -4.60 -0.01  -0.056
C27 0.38 -5.28 1.04  0.126
C28 0.77 -6.63 1.33  -0.122
C29 1.73 -7.34 0.59  0.090
C30 2.41 -6.59 -0.36  -0.161
C31 2.06 -5.32 -0.76  0.101
N4 3.59 -7.17 -0.89  -0.338
O11 4.27 -6.52 -1.70  0.054
O12 3.93 -8.27 -0.43  0.051
N5 0.20 -7.32 2.44  -0.334
O13 0.68 -8.44 2.67  0.036
O14 -0.69 -6.73 3.08  0.075
H41 -0.40 -4.78 1.69  0.155
H42 1.96 -8.37 0.84  0.126
H43 2.67 -4.77 -1.49  0.129

=====

Formula: C19H29NO4S
Source: OMol25
Level of theory: wB97M-V/def2-TZVPD

As for the total charge: +1. The orbital gap (alpha / beta) comes out at 6.884 / 7.901 eV. The spin multiplicity is 2. The value obtained for the HOMO energy (alpha / beta) is -10.85 / -11.87 eV. For the total energy, the calculation gives -40676.53132 eV.

Each line ends with the Löwdin spin population.
Element x y z (Å)
O1 1.43 -4.77 2.58  0.000
C1 1.59 -4.34 1.52  0.000
O2 0.69 -4.90 0.48  0.000
S1 -0.41 -3.88 -0.03  0.000
C2 -1.85 -4.00 1.01  0.000
C3 -2.47 -2.59 0.98  0.000
C4 -3.96 -2.57 1.06  0.000
O3 -2.94 -2.17 2.16  0.000
C5 2.64 -3.40 1.12  0.000
C6 2.45 -2.28 0.31  0.000
C7 3.50 -1.44 0.00  0.000
C8 4.78 -1.73 0.49  0.000
C9 4.97 -2.84 1.30  0.000
C10 3.91 -3.67 1.63  0.000
H1 -0.83 -4.52 -1.14  0.000
H2 -1.59 -4.22 2.04  0.000
H3 -2.60 -4.67 0.62  0.000
H4 -2.01 -1.87 0.31  0.000
H5 -4.45 -3.34 1.64  0.000
H6 -4.51 -1.64 1.07  0.000
H7 1.47 -2.05 -0.08  0.000
H8 3.34 -0.57 -0.60  0.000
H9 5.60 -1.08 0.25  0.000
H10 5.96 -3.05 1.67  0.000
H11 4.08 -4.52 2.28  0.000
C11 -2.78 2.83 -0.83  0.003
C12 -1.63 2.13 -0.06  0.027
C13 -0.98 3.10 0.92  0.017
C14 -0.10 4.15 0.25  0.001
C15 0.93 3.49 -0.66  0.016
C16 0.30 2.54 -1.68  0.027
N1 -0.62 1.57 -1.01  0.386
O4 0.06 0.61 -0.46  0.513
C17 -0.45 3.36 -2.75  0.003
C18 1.39 1.79 -2.43  -0.001
C19 -2.26 0.99 0.72  -0.001
H12 -3.75 2.54 -0.43  0.000
H13 -2.72 3.91 -0.78  0.000
H14 -2.79 2.54 -1.88  0.001
H15 -0.37 2.54 1.64  0.002
H16 -1.76 3.59 1.51  0.002
H17 -0.71 4.86 -0.31  0.000
H18 0.41 4.74 1.02  0.001
H19 1.50 4.25 -1.19  0.002
H20 1.65 2.94 -0.04  0.002
H21 -0.99 2.71 -3.43  0.001
H22 0.27 3.94 -3.34  0.000
H23 -1.15 4.08 -2.33  0.000
H24 2.06 1.26 -1.76  -0.001
H25 1.99 2.50 -3.00  0.000
H26 0.97 1.07 -3.13  0.000
H27 -2.68 0.25 0.04  0.000
H28 -3.05 1.36 1.36  0.000
H29 -1.53 0.49 1.37  0.000

=====

Formula: C3H12O4
Source: OMol25
Level of theory: wB97M-V/def2-TZVPD

As for the total charge: +1. The orbital gap (alpha / beta) comes out at 10.045 / 2.620 eV. The spin multiplicity is 2. For the relative energy (zero: lowest compared OMol25 entry of this formula, charge and spin), the calculation gives 83.5 kcal/mol. The value obtained for the HOMO energy (alpha / beta) is -14.00 / -13.55 eV. For the total energy, the calculation gives -11483.26123 eV.

Each line ends with the Löwdin spin population.
Element x y z (Å)
C1 1.47 1.13 0.44  0.141
O1 1.70 2.34 1.25  0.574
C2 0.04 0.82 0.49  0.045
C3 -0.39 -0.24 -0.53  0.008
O2 -1.89 -0.25 -0.54  0.008
H1 1.70 1.37 -0.65  0.094
H2 2.05 0.17 0.73  0.051
H3 2.68 2.36 1.21  0.002
H4 -0.14 0.26 1.44  0.025
H5 -0.57 1.63 0.39  0.004
H6 -0.05 -0.04 -1.51  0.001
H7 0.00 -1.24 -0.20  0.000
H8 -2.41 0.54 -0.77  0.000
H9 2.88 -2.46 -3.21  0.000
H10 2.08 -2.09 -1.79  0.000
O3 2.51 -1.74 -2.62  0.000
H11 -4.08 -0.88 2.04  0.000
H12 -2.71 -0.95 1.17  -0.001
O4 -3.35 -1.46 1.75  0.047

=====

Formula: C4H16NOP2Si
Source: OMol25
Level of theory: wB97M-V/def2-TZVPD

As for the total charge: +1. The orbital gap comes out at 10.077 eV. The value obtained for the HOMO energy is -13.23 eV. For the total energy, the calculation gives -34393.26023 eV.

Each line ends with the natural charge from an NBO analysis.
Element x y z (Å)
C1 -2.30 0.57 -1.49  -0.237
C2 -0.04 -1.71 1.79  -0.449
C3 0.46 -1.81 0.41  -0.232
C4 -0.84 -0.46 2.11  -0.616
N1 1.45 -0.78 -0.04  -0.832
O1 -1.29 0.94 -0.54  -0.949
Si1 0.28 1.16 -0.85  1.460
P1 0.93 0.51 -2.95  -0.199
P2 0.79 2.62 0.67  -0.198
H1 -2.81 -0.25 -1.14  0.206
H2 -1.84 0.56 -2.54  0.182
H3 -3.07 1.39 -1.46  0.210
H4 -0.56 -2.64 2.16  0.255
H5 0.76 -1.63 2.53  0.212
H6 0.98 -2.81 0.25  0.217
H7 -0.37 -1.91 -0.35  0.206
H8 -0.40 0.47 1.92  0.194
H9 -1.27 -0.50 3.14  0.241
H10 2.01 -0.61 0.82  0.415
H11 -1.83 -0.56 1.64  0.211
H12 1.99 -1.06 -0.84  0.409
H13 2.33 1.19 -3.02  0.085
H14 0.16 1.50 -3.65  0.054
H15 -0.54 3.21 0.55  0.079
H16 1.58 3.63 0.02  0.076

=====

Formula: C2H2FNO
Source: OMol25
Level of theory: wB97M-V/def2-TZVPD

As for the total charge: 0. The orbital gap (alpha / beta) comes out at 10.506 / 7.873 eV. For the relative energy (zero: lowest compared OMol25 entry of this formula, charge and spin), the calculation gives 91.1 kcal/mol. The value obtained for the HOMO energy (alpha / beta) is -12.15 / -9.93 eV. For the total energy, the calculation gives -8356.66644 eV.

Each line ends with the natural charge from an NBO analysis.
Element x y z (Å)
C1 0.19 1.13 -0.47  0.113
C2 -0.73 0.16 -0.23  0.305
N1 0.94 1.93 -0.83  -0.191
O1 0.91 -1.60 0.34  -0.566
F1 -1.45 0.13 0.91  -0.286
H1 -1.08 -0.50 -0.90  0.199
H2 1.22 -1.25 1.19  0.427